Record 1
An isolated molecule of C6H9NO5, computed with ωB97M-V with the def2-TZVPD basis set.

Structure (XYZ):
```
21
Properties=species:S:1:pos:R:3:forces:R:3:lowdin_charge:R:1
C 1.503793 0.787301 0.416146 -0.73 0.13 0.30 -0.28
C 1.834224 -0.567068 -0.380308 -0.16 1.22 -1.52 -0.05
C -0.606182 -1.244512 -0.453743 -0.68 -1.61 0.41 -0.27
C -2.059152 0.859385 -0.451573 -0.12 -0.69 -0.67 -0.50
C 0.030915 0.662940 0.233463 -0.33 0.79 0.54 -0.24
C -0.424737 -0.667787 0.906755 1.09 -0.76 -1.52 -0.28
H 2.884564 2.003893 -0.109354 1.36 0.24 0.13 0.08
H 1.826528 0.796481 1.444403 0.36 -0.34 0.50 0.15
H 2.424754 -0.175031 -1.263450 -0.37 -0.77 1.06 0.15
H 2.391231 -1.283033 0.204603 0.05 -0.26 0.13 0.12
H -0.918869 -2.301179 -0.494827 -0.18 0.44 -0.13 0.17
H -2.452320 -0.892096 -1.437396 -0.49 0.17 -0.22 0.14
H 0.103523 0.651806 -0.865469 -0.51 -0.25 0.53 0.16
H 0.333021 -1.163609 1.484362 0.74 -0.12 0.06 0.16
H -2.007274 0.123415 1.737085 0.35 -0.26 0.04 0.12
N -1.710701 -0.390694 -0.999618 1.97 -0.03 0.36 0.16
O 1.958797 1.931355 -0.241140 -0.93 0.06 -0.44 0.03
O 0.686872 -1.219431 -1.051489 0.67 -0.08 -0.39 -0.10
O -3.095398 1.367912 -0.739855 -0.35 0.67 0.42 0.14
O -1.134338 1.459469 0.419807 -0.43 0.79 -0.70 0.08
O -1.569260 -0.739508 1.641595 -1.31 0.68 1.10 0.05
```
Forces are in eV/Å.

The value obtained for the energy relative to the best compared isomer or geometry (same formula, charge and spin) is 387.5 kJ/mol. Its SMILES is O=C1N[C@H]2OC[C@@H](O)[C@H](O1)[C@H]2O. The molar mass is 175.14 g/mol. The HOMO energy comes out at -9.968 eV. The calculation puts the strongest force on any atom at 2.018 eV Å⁻¹.

---

Record 2
An isolated molecule of C6H9NOS, computed with ωB97M-V with the def2-TZVPD basis set.

Structure (XYZ):
```
18
Properties=species:S:1:pos:R:3:forces:R:3:lowdin_charge:R:1
C 1.469630 0.561427 2.238758 -0.15 -2.31 1.96 -0.11
C 0.740468 1.613303 1.929708 0.62 3.24 0.09 -0.16
C 0.116816 0.250259 0.410207 -1.42 -3.77 -2.78 -0.24
C 1.062634 -0.512388 1.302365 1.60 -1.46 -2.05 -0.18
C -0.173656 -0.189430 -2.316393 0.15 0.53 -1.39 -0.11
C -0.827585 -0.425670 -1.048316 -0.23 0.65 6.24 -0.74
N -0.019816 1.425295 0.780112 -1.11 1.95 -0.83 0.08
O -2.084966 0.234419 -0.847035 0.80 0.19 -1.61 -0.11
S -1.042031 -2.241054 -0.539155 -2.22 1.06 -0.15 0.71
H 1.967999 0.244392 3.162318 0.24 0.90 -0.49 0.11
H 0.799379 2.685000 2.250988 -0.11 -1.38 0.31 0.12
H 1.957290 -0.633988 0.557029 -1.08 -0.11 1.10 0.16
H 0.843987 -1.572319 1.661739 0.03 1.68 -0.40 0.12
H -0.888804 -0.395685 -3.096589 -0.51 -0.17 -0.43 0.08
H 0.652157 -0.886668 -2.548657 0.06 0.91 0.47 0.10
H -0.015735 0.911191 -2.359939 0.79 -0.75 -0.20 0.11
H -2.119548 1.055476 -1.408432 0.21 -1.13 0.84 0.12
H -2.438218 -2.123559 -0.128710 2.32 -0.03 -0.71 -0.05
```
Forces are in eV/Å.

The value obtained for the energy relative to the best compared isomer or geometry (same formula, charge and spin) is 190.3 kJ/mol. Its SMILES is C[C@@](O)(S)C1=NC=CC1. The molar mass is 143.21 g/mol. The HOMO energy comes out at -8.824 eV. The calculation puts the strongest force on any atom at 6.281 eV Å⁻¹.

---

Record 3
A cluster of 2 separate species, C6H9NS in total, computed with ωB97M-V with the def2-TZVPD basis set.

Structure (XYZ):
```
17
Properties=species:S:1:pos:R:3:forces:R:3:lowdin_charge:R:1
C 0.926448 0.831964 -0.743270 -1.28 0.39 1.72 0.06
C -0.146796 1.378374 -0.198715 2.17 -1.45 -1.97 -0.21
C 3.455672 0.016575 -0.065042 -0.47 -0.42 0.08 -0.79
C -0.184786 -0.155925 -0.815506 -0.25 1.97 -3.07 -0.33
C -0.936929 2.348262 0.559324 0.01 1.75 1.65 -0.09
C -0.377009 -1.323090 0.016659 -2.84 -0.37 1.45 -0.13
N 3.263999 -1.091761 0.625103 -1.45 0.75 -0.89 0.03
S 4.808600 0.705075 -0.457955 0.66 0.84 -0.42 0.66
H -0.555057 -0.318468 -1.895538 0.15 0.41 1.61 0.13
H -0.497506 3.471056 0.671654 -0.78 -2.79 -0.67 0.13
H -0.926144 1.940279 1.598533 -0.23 0.50 -0.44 0.08
H -2.007059 2.405442 0.270134 0.75 0.02 -0.09 0.08
H -1.489118 -1.719540 -0.070987 1.63 1.38 0.99 0.12
H -0.012808 -1.067571 1.045337 -0.54 -0.96 -0.64 0.09
H 0.001145 -2.183920 -0.450368 1.73 -1.20 -0.30 0.05
H 2.386641 -1.410850 0.919665 -1.71 -0.03 -0.14 0.06
H 3.937844 -1.470457 1.196441 2.45 -0.79 1.12 0.06
```
Forces are in eV/Å.

The value obtained for the energy relative to the best compared isomer or geometry (same formula, charge and spin) is 683.0 kJ/mol. The molar mass is 127.21 g/mol. The HOMO energy (alpha / beta) comes out at -7.888 / -7.514 eV. The calculation puts the strongest force on any atom at 3.653 eV Å⁻¹.

---

Record 4
An isolated molecule of C6H9NS, computed with ωB97M-V with the def2-TZVPD basis set.

Structure (XYZ):
```
17
Properties=species:S:1:pos:R:3:forces:R:3:lowdin_charge:R:1
C -0.655670 2.068977 -0.281046 0.38 -1.46 -1.08 0.10
C 0.956754 0.258702 1.281437 1.29 -0.59 -0.62 -0.17
C -0.512272 0.760517 -0.509675 -0.47 0.03 -0.06 -0.37
C -1.329532 -1.495712 -1.538030 0.30 -2.73 2.48 -0.56
C -1.278672 -0.054541 -1.464137 -3.04 2.32 -1.81 -0.54
C 1.940632 -0.689424 1.995512 -2.01 -0.67 -0.48 -0.07
N 0.255289 -0.089470 0.278662 1.61 -0.66 1.76 0.07
S -0.810314 -0.863629 -3.057088 1.26 0.87 -1.30 0.81
H 0.009814 2.381897 0.465346 0.36 1.27 0.97 0.03
H -1.181223 2.739157 -0.924862 -0.37 0.25 -0.06 0.07
H 1.135748 1.294718 1.604620 -0.54 0.07 -0.01 0.11
H -0.524897 -2.066692 -0.955419 -1.40 0.97 -0.82 0.10
H -2.318895 -1.951664 -1.501877 0.22 -0.05 0.00 0.08
H -2.268690 0.452785 -1.767969 1.49 -0.80 0.93 0.13
H 1.755435 -1.766475 1.712385 -0.27 1.09 0.77 0.09
H 1.915677 -0.447832 3.076672 0.20 -0.56 -0.56 0.08
H 2.910816 -0.531313 1.585469 0.96 0.65 -0.11 0.05
```
Forces are in eV/Å.

The value obtained for the energy relative to the best compared isomer or geometry (same formula, charge and spin) is 245.4 kJ/mol. Its SMILES is C=C(/N=C/C)[C@@H]1CS1. The molar mass is 127.21 g/mol. The HOMO energy comes out at -8.459 eV. The calculation puts the strongest force on any atom at 4.233 eV Å⁻¹.

---

Record 5
A structure of composition C6H9NS4, computed with ωB97M-V with the def2-TZVPD basis set.

Structure (XYZ):
```
20
Properties=species:S:1:pos:R:3:forces:R:3:lowdin_charge:R:1
C -1.148753 2.115016 0.848790 -0.32 0.00 0.15 -0.47
C -2.087050 1.125203 0.337578 -0.28 -0.32 -0.21 -0.09
C -2.866337 0.303814 -0.085378 0.28 0.33 0.17 -0.11
C -3.775300 -0.663615 -0.595214 -0.15 -0.05 0.11 -0.69
C 1.701848 -2.295516 0.737262 -0.01 -0.15 0.11 -0.44
C 1.967994 0.340782 -0.284114 1.96 -1.65 -0.34 -0.73
H 0.873223 3.269680 0.400201 0.07 -0.10 -0.08 -0.06
H -1.673550 3.060632 1.004111 0.05 -0.08 -0.02 0.08
H -0.762914 1.777333 1.815571 0.03 0.03 -0.15 0.09
H -3.504260 -1.082845 -1.565449 0.00 0.05 0.08 0.05
H 0.902988 -3.020392 0.910215 0.09 0.10 -0.01 0.03
H 2.600979 -2.824387 0.418142 -0.13 0.11 0.02 0.00
H 1.896676 -1.760374 1.668977 -0.02 -0.05 -0.16 0.04
H 1.332017 1.215095 -0.416613 1.80 -2.22 -0.01 -0.24
H 5.374532 0.141024 0.231528 -0.04 -0.05 0.00 -0.15
N 3.189280 0.583684 -0.034198 0.04 -0.29 0.05 -0.42
S 0.227262 2.347986 -0.332132 -3.89 4.15 0.21 0.87
S -5.127522 -1.153304 0.152831 0.30 0.12 -0.14 0.70
S 1.066273 -1.164018 -0.530996 0.18 0.02 0.15 0.82
S 4.326545 -0.681642 0.086495 0.05 0.05 0.07 0.71
```
Forces are in eV/Å.

The molar mass is 223.41 g/mol. The HOMO energy comes out at -8.198 eV. The calculation puts the strongest force on any atom at 5.694 eV Å⁻¹.

---

Record 6
A structure of composition C6H9O2, computed with ωB97M-V with the def2-TZVPD basis set.

Structure (XYZ):
```
17
Properties=species:S:1:pos:R:3:forces:R:3:lowdin_charge:R:1
O 1.871551 -0.034743 -2.885017 0.16 0.21 0.10 -0.04
C 0.814276 -0.340960 -2.330980 0.34 -0.85 -0.63 -0.72
O -0.360752 -0.275307 -2.727013 -0.17 0.30 0.26 -0.07
C 1.020553 -1.123233 -0.928953 -0.97 0.48 0.17 -0.09
C -0.004516 -0.751275 0.091346 1.90 -1.06 0.97 -0.18
C 0.368294 0.147627 1.210354 -0.18 0.58 -0.22 -0.34
C -1.438134 1.532978 1.933492 -0.52 0.12 -0.78 -0.20
C -0.805962 0.391533 2.121568 0.23 -0.57 1.00 -0.29
H 0.903246 -2.190915 -1.112758 0.02 0.04 -0.42 0.11
H 2.025232 -0.941508 -0.563233 0.00 0.32 0.01 0.11
H -0.873951 -0.131156 -0.617446 -0.52 -0.20 -0.71 0.08
H -0.633712 -1.590510 0.394907 -0.58 0.41 0.00 0.13
H 0.769126 1.099002 0.806014 0.08 -0.09 -0.30 0.11
H 1.200289 -0.315269 1.745521 -0.02 -0.18 0.06 0.10
H -2.309327 1.858952 2.492810 -0.14 -0.06 -0.06 0.00
H -1.230588 2.137494 1.015178 0.31 0.38 0.21 0.03
H -1.315624 0.527291 -0.645792 0.07 0.18 0.33 0.27
```
Forces are in eV/Å.

The value obtained for the energy relative to the best compared isomer or geometry (same formula, charge and spin) is 615.2 kJ/mol. The molar mass is 113.14 g/mol. Its total charge is -1. The HOMO energy comes out at -3.106 eV. The calculation puts the strongest force on any atom at 2.383 eV Å⁻¹.

---

Record 7
A cluster of 2 separate species, C6H9O2S in total, computed with ωB97M-V with the def2-TZVPD basis set.

Structure (XYZ):
```
18
Properties=species:S:1:pos:R:3:forces:R:3:lowdin_charge:R:1
C 1.094792 -1.443820 1.736847 -2.52 1.72 1.07 -0.04
C 0.819225 -1.002904 0.517629 0.11 0.09 0.46 -0.15
C -1.392498 1.056914 1.661179 -2.61 -1.83 2.74 -0.11
C 1.182438 0.537562 -1.390684 4.91 -1.46 0.47 -0.14
C -1.080086 1.403481 0.466497 0.80 1.19 -1.74 -0.12
C 0.518404 -0.556211 -0.670630 -0.43 -1.02 0.77 -0.44
O -1.979378 -0.552662 -1.814966 1.18 -0.68 0.52 -0.58
O -0.111081 -1.610615 -2.988501 0.39 -0.16 -0.14 -0.57
S -0.818185 -1.526119 -1.689074 -1.10 0.82 -0.20 0.67
H 1.774609 -2.166080 1.973502 2.16 -2.02 -0.25 -0.02
H -2.347950 0.460204 1.880469 1.42 0.92 -0.42 0.08
H -0.756956 1.181874 2.515127 0.30 0.30 0.32 0.03
H 0.601170 -1.234020 2.775377 0.17 0.53 -2.32 0.07
H 0.608963 1.124482 -1.979498 -2.46 1.70 -1.73 0.02
H 1.920265 0.032580 -2.177062 -1.28 1.03 1.65 0.12
H 1.792365 1.234779 -0.718060 -0.64 -1.09 -0.77 0.09
H -0.144080 1.924343 0.280511 -0.17 0.00 -0.02 0.05
H -1.682018 1.136211 -0.378663 -0.22 -0.03 -0.41 0.03
```
Forces are in eV/Å.

The value obtained for the energy relative to the best compared isomer or geometry (same formula, charge and spin) is 271.8 kJ/mol. The molar mass is 145.20 g/mol. Its total charge is -1. The HOMO energy comes out at -3.625 eV. The calculation puts the strongest force on any atom at 5.145 eV Å⁻¹.

---

Record 8
An isolated molecule of C6H9P, computed with ωB97M-V with the def2-TZVPD basis set.

Structure (XYZ):
```
16
Properties=species:S:1:pos:R:3:forces:R:3:lowdin_charge:R:1
C -0.118438 -1.223039 -1.060095 -1.08 1.67 1.54 -0.13
C -1.339949 -0.744139 -0.718987 -0.94 -2.87 -1.29 -0.31
C 1.683641 -0.649153 0.631642 1.98 -0.49 -0.46 0.06
C -1.507420 0.905276 1.555372 0.30 0.09 -1.74 -0.20
C 0.412284 1.163884 -0.585477 1.52 -1.38 2.54 -0.30
C 1.065291 -0.362204 -0.609346 -2.49 1.66 -2.82 -0.43
P -1.365828 0.980592 -0.220145 -0.34 -0.20 0.67 0.85
H 0.080386 -2.095521 -1.629495 -0.04 -1.00 -0.06 0.09
H -2.292037 -1.422172 -0.899193 1.93 1.74 0.28 0.10
H 1.089752 -0.718215 1.470341 -0.92 -0.28 1.91 0.03
H 2.770907 -0.682062 0.651105 -0.31 0.00 0.43 0.07
H -2.052521 0.084567 1.925094 -0.54 -0.90 0.66 -0.02
H -1.660258 1.839520 2.015063 0.06 0.96 0.89 -0.03
H 0.934820 1.549601 0.331080 -0.67 0.55 -1.07 0.08
H 0.547614 1.783121 -1.439970 0.51 0.20 -0.79 0.05
H 1.751755 -0.410056 -1.416988 1.02 0.24 -0.69 0.11
```
Forces are in eV/Å.

The value obtained for the energy relative to the best compared isomer or geometry (same formula, charge and spin) is 393.9 kJ/mol. The molar mass is 112.11 g/mol. The HOMO energy (alpha / beta) comes out at -8.130 / -7.653 eV. The calculation puts the strongest force on any atom at 4.108 eV Å⁻¹.

---

Copy entry 4 word for word.
An isolated molecule of C6H9NS, computed with ωB97M-V with the def2-TZVPD basis set.

Structure (XYZ):
```
17
Properties=species:S:1:pos:R:3:forces:R:3:lowdin_charge:R:1
C -0.655670 2.068977 -0.281046 0.38 -1.46 -1.08 0.10
C 0.956754 0.258702 1.281437 1.29 -0.59 -0.62 -0.17
C -0.512272 0.760517 -0.509675 -0.47 0.03 -0.06 -0.37
C -1.329532 -1.495712 -1.538030 0.30 -2.73 2.48 -0.56
C -1.278672 -0.054541 -1.464137 -3.04 2.32 -1.81 -0.54
C 1.940632 -0.689424 1.995512 -2.01 -0.67 -0.48 -0.07
N 0.255289 -0.089470 0.278662 1.61 -0.66 1.76 0.07
S -0.810314 -0.863629 -3.057088 1.26 0.87 -1.30 0.81
H 0.009814 2.381897 0.465346 0.36 1.27 0.97 0.03
H -1.181223 2.739157 -0.924862 -0.37 0.25 -0.06 0.07
H 1.135748 1.294718 1.604620 -0.54 0.07 -0.01 0.11
H -0.524897 -2.066692 -0.955419 -1.40 0.97 -0.82 0.10
H -2.318895 -1.951664 -1.501877 0.22 -0.05 0.00 0.08
H -2.268690 0.452785 -1.767969 1.49 -0.80 0.93 0.13
H 1.755435 -1.766475 1.712385 -0.27 1.09 0.77 0.09
H 1.915677 -0.447832 3.076672 0.20 -0.56 -0.56 0.08
H 2.910816 -0.531313 1.585469 0.96 0.65 -0.11 0.05
```
Forces are in eV/Å.

The value obtained for the energy relative to the best compared isomer or geometry (same formula, charge and spin) is 245.4 kJ/mol. Its SMILES is C=C(/N=C/C)[C@@H]1CS1. The molar mass is 127.21 g/mol. The HOMO energy comes out at -8.459 eV. The calculation puts the strongest force on any atom at 4.233 eV Å⁻¹.